Run P
Formula: C2H6O3
Source: OMol25
Level of theory: ωB97M-V/def2-TZVPD

Each line ends with the natural charge from an NBO analysis.
Element x y z (Å)
C (0.00, 0.57, 1.15)  -0.676
C (0.30, 1.19, -0.27)  0.794
O (-0.62, 1.78, -0.82)  -0.602
O (1.54, 1.25, -0.63)  -0.694
H (0.60, 1.25, 1.82)  0.225
H (0.45, -0.52, 1.22)  0.230
H (-0.90, 0.46, 1.42)  0.208
H (1.72, 1.22, -1.62)  0.513
O (-0.86, -2.39, -0.45)  -0.940
H (-0.50, -2.25, -1.36)  0.476
H (-1.73, -2.56, -0.48)  0.466

Output
SMILES string = CC(=O)O.O
E_LUMO = 0.48 eV
Highest occupied orbital energy = -10.045 eV
Charge = 0
Kohn-Sham gap = 10.524 eV

***

Run Q
Formula: C2H6O3
Source: OMol25
Level of theory: ωB97M-V/def2-TZVPD

Each line ends with the natural charge from an NBO analysis.
Element x y z (Å)
C (0.00, 0.00, 0.00)  -0.743
C (-1.36, -0.09, 0.67)  0.782
O (-2.03, -1.11, 0.59)  -0.572
O (-1.68, 0.97, 1.44)  -0.658
H (0.08, 0.98, -0.50)  0.216
H (0.20, -0.79, -0.74)  0.252
H (0.77, -0.06, 0.79)  0.238
H (-0.98, 1.66, 1.29)  0.486
O (-5.62, -5.64, 0.48)  -0.943
H (-5.03, -4.89, 0.71)  0.474
H (-5.37, -5.87, -0.45)  0.469

Output
SMILES string = CC(=O)O.O
E_LUMO = 0.44 eV
Highest occupied orbital energy = -10.530 eV
Charge = 0
Kohn-Sham gap = 10.969 eV

***

Of them, run Q has the highest stability.

***

Run P
Formula: C4H5N3O3
Source: OMol25
Level of theory: ωB97M-V/def2-TZVPD

Each line ends with the natural charge from an NBO analysis.
Element x y z (Å)
N (-2.34, 2.12, 1.05)  -0.351
C (-1.65, 1.42, 0.37)  0.366
C (-0.74, 0.29, 0.31)  0.183
N (-1.05, -0.89, 0.77)  -0.086
O (0.13, -1.57, 0.76)  -0.260
C (1.05, -0.76, 0.23)  0.499
C (2.46, -1.27, 0.16)  -0.121
O (3.34, -0.36, -0.42)  -0.678
N (0.56, 0.39, -0.11)  -0.448
H (2.44, -2.24, -0.37)  0.198
H (2.80, -1.47, 1.18)  0.219
H (3.23, -0.36, -1.38)  0.479
O (-3.27, 1.71, -1.18)  -0.986
H (-3.44, 0.76, -1.24)  0.471
H (-3.52, 2.24, -0.13)  0.516

Output
SMILES string = N#Cc1noc(CO)n1.O
E_LUMO = -0.21 eV
Highest occupied orbital energy = -10.070 eV
Charge = 0
Kohn-Sham gap = 9.856 eV

***

Run Q
Formula: C4H5N3O3
Source: OMol25
Level of theory: ωB97M-V/def2-TZVPD

Each line ends with the natural charge from an NBO analysis.
Element x y z (Å)
C (1.39, -1.39, -0.54)  -0.663
C (0.83, -0.06, -0.57)  0.318
N (1.49, 1.08, -0.84)  -0.425
C (0.62, 2.11, -0.60)  -0.064
C (-0.60, 1.69, -0.24)  -0.140
N (-0.41, 0.28, -0.28)  -0.045
O (-1.60, -0.80, 0.24)  -0.203
N (-1.84, -0.87, 1.53)  0.716
O (-2.54, -1.82, 1.71)  -0.330
O (-1.40, -0.06, 2.32)  -0.358
H (0.76, -2.04, -0.03)  0.231
H (1.68, -1.77, -1.55)  0.250
H (2.39, -1.51, 0.01)  0.252
H (0.84, 3.09, -0.99)  0.217
H (-1.62, 2.06, -0.19)  0.243

Output
SMILES string = Cc1nccn1O[N+](=O)[O-]
E_LUMO = -1.04 eV
Highest occupied orbital energy = -9.492 eV
Charge = 0
Kohn-Sham gap = 8.447 eV

***

Of them, run P has the highest stability.

***

Run P
Formula: C4H5N3O3
Source: OMol25
Level of theory: ωB97M-V/def2-TZVPD

Each line ends with the natural charge from an NBO analysis.
Element x y z (Å)
C (1.59, 0.52, 0.20)  -0.669
C (0.20, 0.12, -0.07)  0.330
N (-0.57, 0.79, -0.93)  -0.433
C (-1.81, 0.22, -0.94)  -0.082
C (-1.89, -0.89, -0.22)  -0.117
N (-0.60, -0.99, 0.26)  -0.076
O (-0.33, -1.94, 1.26)  -0.236
N (-1.04, -1.66, 2.48)  0.730
O (-1.66, -0.67, 2.50)  -0.332
O (-0.90, -2.51, 3.25)  -0.298
H (1.64, 1.66, 0.31)  0.255
H (1.73, 0.20, 1.23)  0.222
H (2.50, 0.25, -0.35)  0.249
H (-2.56, 0.68, -1.63)  0.215
H (-2.62, -1.69, 0.06)  0.243

Output
SMILES string = Cc1nccn1O[N+](=O)[O-]
E_LUMO = 0.30 eV
Highest occupied orbital energy = -9.300 eV
Charge = 0
Kohn-Sham gap = 9.598 eV

***

Run Q
Formula: C4H5N3O3
Source: OMol25
Level of theory: ωB97M-V/def2-TZVPD

Each line ends with the natural charge from an NBO analysis.
Element x y z (Å)
C (2.00, 0.72, 0.08)  -0.662
C (0.80, -0.18, 0.10)  0.251
N (0.81, -1.28, -0.55)  -0.203
N (-0.48, -1.89, -0.49)  -0.480
C (-1.41, -1.25, 0.21)  0.725
O (-2.56, -1.43, 0.33)  -0.520
C (-0.56, 0.35, 0.60)  -0.295
N (-1.23, 1.32, -0.26)  0.531
O (-1.75, 2.23, 0.28)  -0.339
O (-1.28, 1.12, -1.45)  -0.395
H (2.05, 1.20, 1.02)  0.223
H (1.79, 1.39, -0.82)  0.252
H (2.90, 0.02, 0.06)  0.245
H (-0.57, -2.83, -0.76)  0.417
H (-0.51, 0.50, 1.66)  0.249

Output
SMILES string = CC1=NNC(=O)[C@@H]1[N+](=O)[O-]
E_LUMO = 0.00 eV
Highest occupied orbital energy = -10.230 eV
Charge = 0
Kohn-Sham gap = 10.228 eV

***

Of them, run Q has the highest stability.